Below is a single C6H6O molecule in a non-equilibrium geometry, with properties calculated with the ωB97M-V functional and the def2-TZVPD basis.

Last column: Löwdin charge in e.
CARTESIAN COORDINATES (ANGSTROEM)
C 0.24488 -0.99204 -0.32875  -0.136
C 0.36082 0.34823 -1.06849  -0.306
C -0.43228 1.32772 -0.20650  -0.138
C -0.38019 1.08094 1.07237  0.114
C 0.93106 -0.50593 0.91685  -0.119
C 1.79532 0.74719 -0.71878  0.001
O 2.02370 0.22794 0.43914  -0.077
H -0.77583 -1.33072 -0.17994  0.122
H 0.84479 -1.75974 -0.82877  0.123
H 0.10127 0.38035 -2.12137  0.129
H -0.90776 2.15567 -0.70336  0.105
H -0.69982 1.44358 2.01745  0.059
H 1.09841 -1.07184 1.81631  0.123

The spin multiplicity is 1. The calculation puts the HOMO-LUMO gap at 9.16 eV. The HOMO energy is -8.3315 eV. As for the total energy: -8361.35364 eV. The energy relative to the best compared isomer or geometry (same formula, charge and spin) comes out at 118.82 kcal per mole. The calculation puts the LUMO energy at 0.0304 Ha.

---

Below is 2 unconnected molecules or ions with the total composition C6H8N2O in a non-equilibrium geometry, with properties calculated with the ωB97M-V functional and the def2-TZVPD basis.

Last column: Löwdin charge in e.
CARTESIAN COORDINATES (ANGSTROEM)
C 2.27212 1.00276 0.50760  -0.133
C 1.13778 1.39704 -0.15064  -0.057
C 1.23506 -0.70206 0.01782  -0.112
C -1.86793 -0.00561 1.13078  0.027
C -1.96978 0.08779 -0.17995  -0.147
C -0.80949 0.10684 -1.13841  -0.141
N 2.31515 -0.36597 0.60682  0.106
N 0.45916 0.24661 -0.48144  -0.074
O 0.50018 -2.70397 -0.24714  -0.143
H 3.06968 1.59287 0.91450  0.098
H 0.75666 2.36457 -0.40508  0.118
H -2.73696 -0.03606 1.76299  0.056
H -0.91462 -0.07585 1.62624  0.062
H -2.93347 0.13788 -0.66768  0.098
H -0.92307 0.93089 -1.85171  0.131
H -0.79304 -0.84106 -1.68775  0.130
H 1.20259 -3.13668 0.24307  -0.021

The spin multiplicity is 1. The calculation puts the HOMO-LUMO gap at 8.84 eV. The HOMO energy is -9.4293 eV. As for the total energy: -11375.05771 eV. The energy relative to the best compared isomer or geometry (same formula, charge and spin) comes out at 98.91 kcal per mole. The calculation puts the LUMO energy at -0.0215 Ha.

---

Below is 2 unconnected molecules or ions with the total composition H5NO2P2 in a non-equilibrium geometry, with properties calculated with the ωB97M-V functional and the def2-TZVPD basis.

Last column: Löwdin charge in e.
CARTESIAN COORDINATES (ANGSTROEM)
N 1.74974 1.13155 0.14608  -0.296
O 2.08916 -0.96926 -0.94668  -0.368
O -1.06569 0.48998 -0.24529  -0.512
P 1.84000 -0.39587 0.50760  0.644
P -0.99256 -1.01768 0.34796  0.681
H 1.40957 1.71210 0.90575  -0.020
H 1.79381 -0.28062 -1.56376  0.050
H -0.06720 0.75524 -0.07066  -0.037
H -1.94132 -1.56848 -0.58431  -0.064
H -1.60843 -0.74935 1.61207  -0.080

The spin multiplicity is 1. The calculation puts the HOMO-LUMO gap at 9.05 eV. The HOMO energy is -9.1265 eV. As for the total energy: -24243.12768 eV. The energy relative to the best compared isomer or geometry (same formula, charge and spin) comes out at 44.81 kcal per mole. The calculation puts the LUMO energy at -0.0029 Ha. The SMILES is [H]/N=P/O.OP.

---

Below is a molecular structure, C10H13NOS in a non-equilibrium geometry, with properties calculated with the ωB97M-V functional and the def2-TZVPD basis.

Last column: Löwdin charge in e.
CARTESIAN COORDINATES (ANGSTROEM)
C -1.50755 0.20271 0.68527  -0.020
C -2.63634 -1.00409 -1.01181  0.002
C -2.77783 0.34093 1.29564  -0.134
C -3.82089 -0.68329 -0.39573  -0.164
C -1.40630 -0.64050 -0.41671  -0.391
C 0.85549 -1.28179 1.13255  -0.380
C 1.09939 -0.55083 -0.07017  -0.629
C 2.56873 1.19761 0.69978  -0.046
C 2.14682 0.92188 -1.78538  -0.036
C 1.55860 0.79337 -0.38210  -0.437
N -3.89975 -0.16029 0.81894  0.044
O -0.35642 -0.94711 -1.11213  -0.004
S 2.12869 -1.90346 0.05192  1.010
H -0.77597 0.52580 1.29418  0.058
H -2.60563 -1.68646 -1.84347  0.112
H -2.80448 0.87163 2.21149  0.093
H -4.63765 -1.20564 -0.85483  0.099
H 1.17126 -1.08104 2.15254  0.096
H -0.13665 -1.84325 1.08995  0.121
H 2.90059 2.21871 0.61594  0.083
H 3.24080 0.44669 0.65582  0.020
H 1.88945 1.24931 1.66259  0.129
H 2.96739 0.28606 -1.96384  0.055
H 2.63235 1.97846 -1.89560  0.129
H 1.44980 0.51395 -2.47681  0.070
H 0.75608 1.44063 -0.15803  0.120

The spin multiplicity is 1. The calculation puts the HOMO-LUMO gap at 9.22 eV. The HOMO energy is -8.7242 eV. As for the total energy: -24950.07282 eV. The energy relative to the best compared isomer or geometry (same formula, charge and spin) comes out at 101.22 kcal per mole. The calculation puts the LUMO energy at 0.0181 Ha.

---

Below is a single C19H24N4O3 molecule, with properties calculated with the ωB97M-V functional and the def2-TZVPD basis.

Last column: Löwdin charge in e.
CARTESIAN COORDINATES (ANGSTROEM)
C -3.50672 -2.91083 4.35212  -0.106
C -2.42075 -2.15524 3.73341  -0.078
C -1.52830 -1.53489 3.22657  -0.034
C -0.45376 -0.77827 2.58546  -0.153
C -0.99931 0.46248 1.86312  -0.205
N -1.93370 0.09996 0.81670  0.137
C -1.51263 -0.32531 -0.38746  -0.391
O -0.32491 -0.54394 -0.63895  0.043
C -2.56479 -0.52548 -1.38730  -0.151
N -3.88799 -0.30934 -1.12723  0.129
C -4.53290 -0.56898 -2.23096  -0.127
N -3.67554 -0.95305 -3.22929  0.006
C -3.92423 -1.30906 -4.53661  -0.041
C -2.88954 -1.64527 -5.33080  -0.063
C -1.55071 -1.63111 -4.82308  -0.063
C -1.30243 -1.28215 -3.53776  0.017
C -2.39351 -0.92974 -2.69883  -0.116
C 0.04830 1.44009 1.29768  -0.453
O -0.32622 2.49191 0.81490  0.080
N 1.35137 1.09619 1.42078  0.114
C 2.38682 1.83523 0.69915  -0.291
C 2.25579 1.56557 -0.80130  -0.206
O 2.38996 0.18594 -1.09530  -0.060
C 3.74165 1.43453 1.26984  -0.179
C 4.91669 2.21728 0.69723  -0.264
C 6.22442 1.87443 1.40000  -0.116
H -4.03947 -2.29983 5.08070  0.075
H -4.22214 -3.24470 3.60057  0.076
H -3.12024 -3.79073 4.86642  0.075
H 0.27238 -0.46542 3.33945  0.124
H 0.06050 -1.42035 1.86541  0.121
H -1.56164 1.05483 2.58593  0.161
H -2.91588 0.29826 0.91758  0.139
H -5.59730 -0.50243 -2.38457  0.127
H -4.95780 -1.29398 -4.84873  0.127
H -3.08338 -1.92374 -6.35611  0.105
H -0.73584 -1.90130 -5.48018  0.106
H -0.30849 -1.25571 -3.11747  0.115
H 1.55348 0.12087 1.57302  0.125
H 2.20608 2.89858 0.87278  0.152
H 1.29086 1.94686 -1.14342  0.119
H 3.03843 2.10006 -1.34199  0.114
H 1.51150 -0.20902 -0.99150  0.040
H 3.70935 1.57467 2.35486  0.120
H 3.89716 0.36579 1.08724  0.120
H 5.01652 2.00880 -0.37016  0.104
H 4.71840 3.28999 0.78844  0.114
H 7.06282 2.43036 0.97926  0.068
H 6.16920 2.10714 2.46541  0.071
H 6.44841 0.81002 1.30495  0.073

The spin multiplicity is 1. The calculation puts the HOMO-LUMO gap at 8.54 eV. The HOMO energy is -8.2018 eV. As for the total energy: -32195.43292 eV. The energy relative to the best compared isomer or geometry (same formula, charge and spin) comes out at 64.16 kcal per mole. The calculation puts the LUMO energy at 0.0126 Ha. The SMILES is CC#CC[C@H](NC(=O)c1ncn2ccccc12)C(=O)N[C@H](CO)CCC.

---

Below is a molecular structure, C28H34BrN8OTi, with properties calculated with the ωB97M-V functional and the def2-TZVPD basis.

Last column: Löwdin charge in e.
CARTESIAN COORDINATES (ANGSTROEM)
Ti -0.35283 0.08103 0.76530  1.068
Br -6.48587 3.83980 0.79206  0.739
C -4.96586 2.79080 1.21930  -0.711
C -4.25682 3.05860 2.38445  -0.130
C -3.12229 2.30393 2.65469  -0.026
C -2.68720 1.31091 1.79119  -0.322
O -1.53166 0.66300 2.07332  -0.211
C -3.43583 1.00085 0.61760  -0.165
C -3.11499 -0.05076 -0.28121  -0.088
N -1.95754 -0.76204 -0.21678  -0.070
C -1.81110 -1.96690 -0.84586  -0.254
C -2.76522 -2.66633 -1.56855  -0.010
C -2.44337 -3.88984 -2.18649  -0.065
C -1.19782 -4.44589 -2.09312  -0.042
C -0.20012 -3.77820 -1.34276  -0.149
C 1.10567 -4.27699 -1.16221  0.020
C 2.01324 -3.57407 -0.41569  -0.033
C 1.62445 -2.35849 0.15446  -0.107
N 0.41017 -1.85359 0.01123  0.025
C -0.50878 -2.54874 -0.72721  -0.151
C -4.58524 1.78378 0.36341  -0.105
H -4.57934 3.83873 3.05844  0.102
H -2.53971 2.48891 3.54852  0.123
H -3.82722 -0.27075 -1.07125  0.113
H -3.77602 -2.29260 -1.64645  0.103
H -3.21897 -4.40048 -2.74258  0.112
H -0.96212 -5.38848 -2.56827  0.114
H 1.37669 -5.22088 -1.61937  0.128
H 3.01919 -3.93673 -0.25970  0.112
H 2.31930 -1.78069 0.74947  0.095
H -5.17978 1.57673 -0.51799  0.107
C 0.78171 -0.84713 3.57109  -0.028
N 2.15842 -0.63442 3.16279  -0.092
C 3.20916 -0.72244 4.17317  -0.110
C 4.41708 -0.24641 3.39135  -0.117
N 3.81933 0.65289 2.39803  -0.071
C 4.67761 0.96144 1.25637  -0.032
C 2.49472 0.32331 2.24883  -0.374
N 1.63377 0.81539 1.40202  0.013
C 1.98280 2.04402 0.67541  -0.208
C 0.69305 2.74011 0.28400  -0.208
N -0.12267 1.75590 -0.43929  -0.031
C -0.96312 2.18562 -1.37359  -0.347
N -1.30314 1.44547 -2.44254  -0.076
C -0.55846 0.31007 -2.93858  -0.009
C -2.14682 2.20633 -3.35349  -0.090
C -2.57578 3.38938 -2.49180  -0.090
N -1.57817 3.39023 -1.41745  -0.047
C -1.86336 4.18488 -0.22612  -0.007
H 0.78262 -1.43192 4.48872  0.105
H 0.23336 -1.44027 2.83437  0.072
H 0.25411 0.09171 3.74580  0.093
H 3.31323 -1.73901 4.54619  0.131
H 2.98701 -0.05538 5.01289  0.135
H 4.91330 -1.08176 2.88517  0.130
H 5.14662 0.27930 4.00335  0.131
H 5.70942 0.88170 1.59035  0.096
H 4.53040 1.97059 0.88740  0.076
H 4.52635 0.25397 0.43556  0.102
H 2.54948 1.82029 -0.23267  0.117
H 2.57240 2.71704 1.30239  0.123
H 0.92159 3.60468 -0.34409  0.129
H 0.19610 3.09756 1.19138  0.116
H 0.24602 0.07259 -2.24686  0.079
H -0.12692 0.55225 -3.91380  0.100
H -1.20473 -0.56092 -3.04562  0.091
H -2.98863 1.61208 -3.70690  0.130
H -1.55638 2.52234 -4.21943  0.130
H -3.56710 3.23457 -2.05603  0.121
H -2.57316 4.33244 -3.03442  0.131
H -2.79215 4.72570 -0.39602  0.102
H -1.07714 4.91244 -0.03052  0.092
H -2.00409 3.54623 0.64478  0.073

The spin multiplicity is 3. Its expectation value of S² is 2.0430. The calculation puts the HOMO-LUMO gap (alpha / beta) at 5.05 / 7.26 eV. The total charge is +1. The HOMO energy (alpha / beta) is -7.9109 / -10.1030 eV. As for the total energy: -136712.57001 eV. The energy relative to the best compared isomer or geometry (same formula, charge and spin) comes out at 0.00 kcal per mole. The calculation puts the LUMO energy (alpha / beta) at -0.1051 / -0.1046 Ha.

---

- What is the formula in the fourth record?
  C10H13NOS

---

- What is the formula in the fourth record?
  C10H13NOS